1.
{"formula": "C5H10NO", "method": "ωB97M-V/def2-TZVPD", "charge": 1, "elements": ["O", "N", "C", "C", "C", "C", "C", "H", "H", "H", "H", "H", "H", "H", "H", "H", "H"], "positions_angstrom": [[1.58479, -1.28400, 0.71357], [-0.94587, 0.82842, 0.05054], [-0.01123, 1.13354, 0.80773], [2.02703, -0.02745, 0.58044], [2.20685, 0.37785, -0.87849], [-1.80676, 0.22445, -0.65602], [-2.74367, -0.75586, -0.10337], [-2.39592, -1.27705, 0.79985], [2.32793, 0.43862, 1.48071], [-3.77802, -0.30026, 0.01217], [1.50496, -1.44639, 1.69828], [-2.89484, -1.60131, -0.84361], [-0.00512, 1.99695, 1.44501], [-1.73451, 0.45409, -1.78284], [3.10437, -0.07152, -1.15654], [2.15178, 1.50760, -0.88571], [1.40824, -0.19768, -1.28172]], "forces_ev_per_angstrom": [[0.87, 0.96, 1.73], [0.54, -0.15, 0.87], [0.85, -1.03, -0.85], [-3.27, -0.86, -1.42], [-0.90, 1.39, 3.54], [1.29, 0.83, -1.88], [-1.78, -1.61, -0.71], [-0.15, 0.72, -0.02], [0.83, 0.66, 0.47], [1.24, -0.50, 0.14], [0.06, -0.29, -1.47], [0.17, 1.08, 0.56], [-0.49, 0.63, 0.09], [-0.52, -0.25, 1.84], [1.84, -0.28, -0.96], [0.19, -1.51, -0.73], [-0.76, 0.19, -1.21]]}

2.
{"formula": "C6H12F6KNO8S3", "method": "ωB97M-V/def2-TZVPD", "elements": ["K", "S", "S", "S", "F", "F", "F", "F", "F", "F", "O", "O", "O", "O", "O", "O", "O", "O", "N", "C", "C", "C", "C", "C", "C", "H", "H", "H", "H", "H", "H", "H", "H", "H", "H", "H", "H"], "positions_angstrom": [[15.70677, -24.19702, 16.40928], [13.21156, -25.89999, 12.04937], [12.35600, -27.24933, 14.04809], [21.06885, -23.51121, 19.51527], [12.13669, -23.52815, 11.66782], [14.02971, -23.44845, 12.78912], [12.78318, -29.02059, 16.04242], [12.77709, -26.81080, 16.53731], [14.03658, -23.76361, 10.64111], [14.49922, -27.71875, 15.71635], [21.31675, -24.93808, 20.13102], [22.18616, -23.21373, 18.63014], [14.42697, -26.53076, 11.71370], [12.02949, -26.27543, 11.31948], [19.70485, -23.40434, 19.01561], [10.95729, -27.19095, 14.45685], [11.37396, -22.09737, 15.28923], [12.70379, -28.31470, 13.07261], [12.96318, -25.85920, 13.79283], [13.35449, -24.00187, 11.79154], [23.00173, -26.12664, 18.63909], [21.18262, -22.42056, 21.00948], [21.54840, -26.05274, 19.19975], [13.20568, -27.80086, 15.70280], [9.99530, -22.00823, 15.35317], [22.18304, -22.42308, 21.44222], [21.34484, -26.95630, 19.77441], [20.85246, -26.01646, 18.36163], [11.58784, -22.99674, 15.03040], [9.48354, -22.27633, 14.42887], [9.77523, -20.98049, 15.64198], [23.68688, -25.64227, 19.33482], [20.55568, -22.92866, 21.74220], [23.39788, -27.14050, 18.69623], [23.18659, -25.71726, 17.64595], [20.76030, -21.47796, 20.66126], [9.65467, -22.59994, 16.20284]], "forces_ev_per_angstrom": [[-0.29, -0.21, -0.26], [-1.72, 0.71, 1.31], [-1.96, -4.72, 0.60], [0.76, 1.61, -0.47], [0.02, 0.62, 0.34], [-0.06, 0.57, 0.32], [0.43, 0.90, 0.43], [-0.02, -0.73, 1.03], [-0.47, -0.12, 0.82], [1.95, -0.48, 0.02], [-0.12, -0.40, 0.05], [-1.39, -0.22, 0.65], [1.63, 0.21, -0.28], [0.46, 0.81, 0.36], [1.15, -0.28, 0.35], [1.32, 0.01, -0.10], [1.58, -0.23, -0.44], [-0.24, 1.84, 1.88], [1.31, 1.31, -3.17], [0.51, -1.93, -1.09], [0.17, 0.02, 1.07], [-0.41, -1.90, -0.67], [1.12, -0.28, -0.85], [-2.83, 1.39, -2.10], [-0.95, 0.49, 1.03], [0.05, 0.33, -0.59], [-0.10, 0.35, 0.16], [-0.24, 0.23, 0.24], [0.14, -0.14, -0.13], [-0.02, -0.02, 0.01], [-0.18, 0.10, -0.36], [-0.16, 0.49, -0.01], [-0.34, 0.33, -0.04], [-0.49, -0.30, -0.37], [-0.40, 0.05, 0.17], [0.30, -0.04, 0.26], [-0.50, -0.34, -0.16]]}

Table of energy above the lowest of the compared OMol25 structures with the same formula, charge and spin (kJ/mol), in record order: 406.2 242.5
Table of total energy (eV), in record order: -8874.3699 -89418.8431
Table of largest force on an atom (eV Å⁻¹), in record order: 3.912 5.147